# 1
{
  "formula": "C12H13N3",
  "method": "wB97M-V/def2-TZVPD",
  "elements": ["C", "C", "C", "C", "C", "C", "C", "C", "C", "C", "C", "C", "H", "H", "H", "H", "H", "H", "H", "H", "H", "H", "H", "H", "H", "N", "N", "N"],
  "coordinates": [[-1.0792, 1.2804, 2.2321], [-2.5759, -0.3086, 3.1253], [-2.3187, -1.1721, 2.0038], [-1.6133, -0.5975, 0.8287], [-0.9099, 0.5663, 1.0443], [-0.5119, 0.7532, -1.5761], [0.7061, -0.1451, -1.6511], [0.9443, -0.9202, -2.8138], [2.0570, -1.6384, -2.9413], [2.8280, -2.0035, -1.7713], [2.7334, -1.0817, -0.5726], [1.6736, -0.2146, -0.5297], [-1.2934, 2.9528, 1.4553], [-0.3811, 3.1472, 3.2432], [-3.3656, -0.7643, 3.9010], [-2.8451, -2.2083, 1.7467], [-1.2373, -1.3250, 0.0921], [0.1727, 2.1376, -0.0924], [-1.5867, 0.5193, -1.5957], [-0.4202, 1.6156, -2.0291], [0.5269, -0.5522, -3.7204], [2.2743, -2.1564, -3.8331], [3.8292, -2.5293, -1.9841], [3.3321, -0.7163, 0.2633], [1.7240, 0.7426, 0.0542], [-0.4695, 2.6482, 2.1705], [-1.7642, 0.8275, 3.1469], [-0.4295, 1.1429, -0.1966]],
  "forces_ev_per_a": [[3.18, 2.17, -2.36], [1.27, -2.58, -1.98], [-1.39, 0.58, -1.80], [0.54, -2.85, 3.87], [-0.71, 0.35, -5.72], [-0.20, -3.71, 5.05], [0.84, -2.36, -0.76], [-1.02, 3.62, 1.43], [2.65, -3.41, 3.51], [2.06, 2.92, 0.29], [-0.93, -0.80, -2.37], [-1.98, 1.84, -3.09], [2.54, 0.80, 2.56], [-1.25, -1.71, -4.22], [2.30, 2.04, -1.17], [1.05, 2.36, 1.20], [-0.74, 0.69, -0.17], [-2.34, -3.86, 0.26], [0.43, -1.49, -1.29], [0.68, 4.16, -3.08], [-1.20, -0.22, -0.60], [0.38, -0.36, -1.02], [-1.86, 0.46, 0.72], [1.23, -1.74, -0.40], [-0.15, -1.77, 0.12], [-2.27, -0.04, 1.47], [-4.74, -1.80, 5.04], [1.59, 6.72, 4.50]],
  "lowdin_charge": [-0.45, -0.13, -0.07, -0.04, -0.22, -0.15, -0.14, -0.08, -0.12, -0.03, -0.06, -0.07, 0.13, 0.17, 0.13, 0.12, 0.11, 0.20, 0.14, 0.07, 0.11, 0.09, 0.11, 0.10, 0.12, 0.01, 0.08, -0.10],
  "fmax_ev_per_a": 8.24,
  "homo_energy_ev": -7.73,
  "homo_lumo_gap_ev": 8.3,
  "e_above_lowest_kj_mol": 552.76,
  "total_energy_ha": -629.0948
}

=====

# 2
{
  "formula": "C37H60N3O8S",
  "method": "wB97M-V/def2-TZVPD",
  "elements": ["C", "C", "C", "C", "C", "C", "C", "C", "N", "C", "N", "C", "C", "C", "S", "O", "O", "O", "O", "C", "C", "C", "C", "C", "C", "C", "N", "C", "C", "C", "C", "C", "C", "O", "C", "C", "C", "C", "C", "C", "H", "H", "H", "H", "H", "H", "H", "H", "H", "H", "H", "H", "H", "H", "H", "H", "H", "H", "H", "H", "H", "H", "H", "H", "H", "H", "H", "H", "H", "H", "H", "H", "H", "H", "H", "H", "H", "H", "H", "H", "H", "H", "H", "H", "H", "H", "C", "O", "C", "C", "O", "C", "C", "O", "C", "H", "H", "H", "H", "H", "H", "H", "H", "H", "H", "H", "H", "H", "H"],
  "coordinates": [[-0.4384, -4.4293, 0.6663], [0.8346, -5.1711, 0.2842], [1.4691, -5.9548, 1.2167], [2.6037, -6.6466, 0.8731], [3.0843, -6.5416, -0.4104], [2.4404, -5.7708, -1.3369], [1.3112, -5.0494, -1.0088], [0.6948, -4.1913, -2.0957], [0.5560, -2.7567, -1.7494], [-0.4096, -2.1165, -2.5610], [-1.4896, -1.6006, -2.0504], [-2.4567, -0.8699, -2.8915], [-1.9525, 0.5634, -3.2297], [-1.0643, 1.1495, -2.1241], [-0.6095, 2.8528, -2.5758], [-0.8678, 3.0573, -3.9567], [-1.3592, 3.7055, -1.7115], [0.9294, 3.0818, -2.2510], [-1.7091, -1.6803, -0.7159], [-2.9361, -2.3669, -0.3791], [-3.9460, -1.4583, 0.3827], [-5.1981, -1.1242, -0.4745], [-3.2775, -0.2122, 0.9956], [-4.2862, 0.7907, 1.6179], [-5.1991, 0.0987, 2.6606], [-3.4292, 1.9365, 2.2381], [-0.2439, -1.9361, -3.9363], [-0.7239, -3.0846, -4.7473], [1.0955, -1.4292, -4.3012], [2.2524, -1.9442, -3.4297], [1.7873, -1.9525, -1.9586], [2.9151, -2.2344, -0.9282], [4.2553, -2.6315, -1.5796], [4.4212, -3.6735, -2.1856], [5.4116, -1.6531, -1.4348], [6.3767, -1.8609, -0.4671], [7.4023, -0.9731, -0.3006], [7.4999, 0.1576, -1.0821], [6.5474, 0.3566, -2.0532], [5.5161, -0.5332, -2.2240], [-0.8604, -4.9168, 1.5503], [-0.2666, -3.3633, 0.8130], [-1.1590, -4.6228, -0.1371], [1.0338, -6.0246, 2.2082], [3.0800, -7.2616, 1.6286], [3.9899, -7.0950, -0.6373], [2.8662, -5.7351, -2.3353], [1.2361, -4.3995, -3.0256], [-0.3248, -4.5744, -2.2576], [-3.3893, -0.7243, -2.3396], [-2.7218, -1.4322, -3.7827], [-2.7774, 1.2441, -3.4374], [-1.3200, 0.4558, -4.1135], [-0.1378, 0.5949, -1.9482], [-1.5797, 1.2474, -1.1664], [1.1151, 2.9349, -1.3104], [-3.4506, -2.7762, -1.2542], [-2.7362, -3.2240, 0.2642], [-4.3304, -2.0457, 1.2222], [-5.0886, -0.1544, -0.9761], [-6.0708, -1.0770, 0.1763], [-5.3685, -1.8719, -1.2564], [-2.5973, -0.5592, 1.7845], [-2.7023, 0.3587, 0.2586], [-4.8866, 1.2067, 0.8047], [-5.2937, 0.7436, 3.5367], [-6.1853, -0.1222, 2.2472], [-4.7591, -0.8391, 3.0188], [-3.8359, 2.2323, 3.2051], [-2.3866, 1.6198, 2.3335], [-3.4449, 2.7844, 1.5464], [-0.0354, -3.3566, -5.5457], [-1.6585, -2.7823, -5.2423], [-0.9941, -3.9526, -4.1445], [1.3146, -1.6958, -5.3365], [1.0960, -0.3321, -4.2555], [3.1037, -1.2785, -3.5786], [2.5922, -2.9356, -3.7425], [1.4856, -0.9079, -1.7793], [2.6215, -2.9393, -0.1463], [3.1387, -1.2978, -0.4054], [6.2924, -2.7490, 0.1539], [8.1333, -1.1604, 0.4801], [8.3203, 0.8452, -0.9150], [6.6173, 1.2492, -2.6672], [4.8091, -0.2784, -3.0084], [-0.1082, 4.3177, 1.5945], [-0.1025, 4.5056, 2.9888], [1.1746, 4.8395, 3.5149], [1.0633, 5.8525, 4.6362], [0.7397, 7.1708, 4.2224], [-0.5679, 7.4200, 3.7225], [-1.6736, 7.3442, 4.7558], [-1.9338, 6.0026, 5.1419], [-2.2142, 5.8581, 6.5181], [0.3615, 3.3573, 1.3361], [-1.1459, 4.3070, 1.2637], [0.4046, 5.1365, 1.0783], [1.8274, 5.2396, 2.7313], [1.6219, 3.9184, 3.9111], [2.0517, 5.9351, 5.0955], [0.3861, 5.5075, 5.4188], [-0.7858, 6.7896, 2.8592], [-0.5390, 8.4492, 3.3565], [-2.5944, 7.7489, 4.3173], [-1.3995, 7.9562, 5.6215], [-1.4703, 6.3766, 7.1323], [-2.1722, 4.7961, 6.7576], [-3.2153, 6.2359, 6.7532]],
  "forces_ev_per_a": [[0.24, -1.11, -0.12], [-1.49, 1.29, 0.16], [-0.31, -0.04, 0.36], [0.08, -0.21, 0.67], [0.95, -0.96, 0.51], [0.44, 0.00, -0.98], [0.65, 0.20, -0.44], [-0.81, -0.95, 0.36], [0.00, 0.62, -0.49], [0.16, -0.43, 0.03], [0.04, -0.82, -0.75], [-0.84, 1.49, 0.40], [1.11, -0.79, -0.11], [0.38, 0.34, 0.04], [-1.92, 1.20, 0.53], [1.19, -0.62, -0.67], [0.10, -0.15, 0.91], [0.10, -0.87, -0.57], [0.09, -0.10, -0.03], [-1.61, -0.07, 0.79], [-0.19, 0.24, -0.53], [0.61, 0.22, -0.01], [-0.84, -0.02, 0.05], [0.83, -0.43, 0.49], [0.38, 0.22, -0.15], [-0.50, -0.28, -0.68], [0.59, -0.50, -0.01], [-1.40, 0.39, -0.26], [0.82, 0.13, -0.01], [-0.62, -0.46, 0.07], [0.92, 0.68, 0.00], [0.45, 0.58, -0.09], [0.55, -0.69, -0.29], [-0.43, 0.79, 0.46], [-0.66, -0.43, 0.13], [-0.63, -1.07, 0.23], [0.82, 0.06, 0.79], [0.34, -0.07, 0.22], [0.53, 1.00, -0.22], [-0.64, 0.53, -0.78], [0.05, 0.40, 0.08], [-0.22, -0.06, -0.02], [-0.04, 0.44, 0.08], [0.14, -0.05, -0.02], [0.15, 0.00, -0.21], [-0.12, 0.13, -0.33], [-0.15, 0.17, 0.07], [0.01, 0.35, 0.08], [0.10, 0.17, 0.04], [0.32, -0.50, 0.35], [0.30, -0.04, 0.03], [-0.05, -0.24, -0.06], [-0.27, 0.37, -0.10], [-0.15, -0.07, -0.19], [0.06, 0.07, -0.12], [-0.14, 0.26, 0.06], [0.49, 0.16, -0.20], [0.73, 0.19, -0.15], [0.24, -0.11, -0.11], [-0.11, -0.10, 0.06], [-0.04, 0.07, -0.24], [-0.12, -0.02, 0.23], [0.07, 0.21, -0.13], [0.03, -0.30, 0.02], [-0.07, -0.02, 0.19], [-0.32, -0.11, -0.11], [0.04, 0.02, 0.19], [-0.05, 0.10, -0.03], [0.24, 0.19, -0.09], [-0.11, 0.11, 0.29], [0.09, 0.09, 0.30], [0.23, 0.02, 0.34], [0.20, -0.08, -0.05], [0.35, 0.00, -0.07], [-0.35, 0.09, 0.04], [-0.23, -0.12, 0.04], [-0.08, -0.01, 0.17], [-0.10, 0.09, 0.04], [-0.10, -0.21, 0.19], [0.03, -0.21, -0.34], [-0.25, -0.10, -0.03], [0.16, 0.12, 0.02], [-0.02, 0.03, -0.11], [-0.13, 0.06, -0.15], [-0.12, -0.16, -0.07], [-0.11, -0.30, 0.11], [-0.15, 0.00, 0.23], [0.03, 0.23, -0.21], [-0.21, -0.17, 0.14], [0.07, 0.07, 0.14], [0.00, -0.05, -0.04], [0.01, 0.11, -0.08], [-0.16, -0.22, -0.17], [0.31, 0.00, 0.18], [-0.11, -0.03, -0.15], [0.06, -0.01, -0.16], [0.03, -0.09, 0.00], [0.06, -0.05, -0.05], [-0.03, 0.03, -0.02], [0.20, 0.10, 0.02], [0.02, 0.05, -0.07], [-0.14, -0.12, -0.15], [-0.11, -0.15, 0.11], [0.06, 0.01, 0.07], [0.08, 0.21, 0.01], [0.02, -0.03, 0.02], [-0.04, 0.05, 0.02], [-0.06, -0.01, -0.06], [0.05, 0.04, 0.13]],
  "lowdin_charge": [-0.04, -0.23, -0.05, -0.07, -0.07, -0.05, -0.19, -0.09, 0.03, -0.22, 0.02, -0.05, -0.15, -0.20, 0.58, -0.24, -0.27, -0.14, -0.03, -0.11, -0.31, -0.05, -0.16, -0.39, -0.06, -0.05, -0.08, -0.01, -0.12, -0.10, -0.23, -0.01, -0.32, 0.11, -0.17, -0.03, -0.08, -0.07, -0.08, -0.05, 0.09, 0.08, 0.07, 0.12, 0.11, 0.12, 0.12, 0.12, 0.13, 0.12, 0.13, 0.13, 0.11, 0.08, 0.09, 0.10, 0.13, 0.11, 0.13, 0.08, 0.08, 0.08, 0.13, 0.09, 0.12, 0.07, 0.07, 0.08, 0.07, 0.07, 0.08, 0.10, 0.09, 0.08, 0.13, 0.13, 0.11, 0.12, 0.14, 0.13, 0.12, 0.13, 0.11, 0.11, 0.11, 0.10, -0.13, -0.20, -0.19, -0.18, -0.12, -0.18, -0.20, -0.20, -0.11, 0.08, 0.08, 0.09, 0.12, 0.13, 0.13, 0.12, 0.11, 0.13, 0.13, 0.13, 0.09, 0.09, 0.09],
  "fmax_ev_per_a": 2.32,
  "homo_energy_ev": -10.53,
  "homo_lumo_gap_ev": 7.1,
  "charge": 1,
  "total_energy_ha": -2609.8012
}

=====

# 3
{
  "formula": "C11H9BrIrN2O2",
  "method": "wB97M-V/def2-TZVPD",
  "elements": ["Ir", "N", "N", "C", "O", "O", "H", "H", "H", "Br", "C", "C", "C", "C", "C", "C", "C", "C", "C", "C", "H", "H", "H", "H", "H", "H"],
  "coordinates": [[-0.7284, -1.7027, -0.0143], [-1.0298, -2.4012, -2.0298], [-2.1711, -3.2081, -2.0428], [-2.7996, -3.5145, -0.8564], [-3.7392, -4.2395, -0.7976], [-2.2171, -2.8921, 0.1841], [-1.1629, -1.6082, -2.6524], [-0.1933, -2.9155, -2.2981], [-2.4766, -3.6426, -2.8989], [1.7243, -1.8992, 0.4836], [1.9277, -0.0454, 0.9184], [3.0765, 0.3961, 1.4931], [3.1891, 1.7761, 1.7708], [2.1613, 2.6212, 1.4568], [0.9693, 2.1375, 0.8635], [-0.1158, 2.9934, 0.5567], [-1.2632, 2.5030, -0.0017], [-1.3893, 1.1250, -0.2673], [-0.3826, 0.2434, 0.0404], [0.8348, 0.7555, 0.5930], [3.8780, -0.2862, 1.7415], [4.0901, 2.1514, 2.2348], [2.2449, 3.6778, 1.6766], [-0.0268, 4.0499, 0.7761], [-2.0893, 3.1651, -0.2206], [-2.3110, 0.7599, -0.7096]],
  "forces_ev_per_a": [[0.58, -1.85, -1.53], [0.27, 0.45, 1.11], [-0.06, -0.13, -0.37], [-0.12, 0.14, -0.21], [0.02, -0.03, 0.22], [-0.56, 0.45, 0.75], [0.16, 0.14, 0.06], [-0.02, -0.04, -0.14], [0.13, 0.02, -0.07], [-0.79, 0.56, -0.09], [0.52, -0.04, 0.08], [0.10, 0.05, 0.02], [-0.09, -0.05, -0.03], [0.06, -0.05, 0.04], [-0.05, 0.12, 0.06], [-0.02, 0.02, -0.03], [0.00, -0.05, 0.06], [-0.17, 0.06, -0.08], [0.27, -0.01, 0.21], [-0.24, 0.21, 0.01], [0.03, 0.04, -0.03], [0.00, -0.01, 0.00], [-0.02, 0.00, -0.04], [0.03, 0.00, -0.01], [0.01, 0.00, -0.04], [-0.01, -0.01, 0.05]],
  "lowdin_charge": [1.15, -0.03, 0.02, -0.66, 0.16, -0.21, 0.14, 0.13, 0.17, 0.93, -0.55, -0.08, -0.04, 0.00, -0.15, 0.01, -0.05, -0.09, -0.32, -0.25, 0.12, 0.12, 0.13, 0.13, 0.12, 0.11],
  "fmax_ev_per_a": 2.47,
  "homo_energy_ev": -12.03,
  "homo_lumo_gap_ev": 6.5,
  "charge": 1,
  "e_above_lowest_kj_mol": 82.97,
  "total_energy_ha": -3362.5985
}